Record 1
22
Properties=species:S:1:pos:R:3:forces:R:3:mulliken_charge:R:1 method="wB97M-V/def2-TZVPD" e_homo_ev=-9.154 relative_energy_kcal_mol=0.0 smiles="CCN(CC)[P@@](C)(=O)Cl" orbital_gap_ha=0.363
C -1.8037 1.1129 -1.0889 -0.523 -0.272 -0.659 -1.048
C -1.5078 -0.1656 -0.3234 1.387 1.385 0.904 -0.599
N -0.0398 -0.1685 -0.0246 -0.397 -0.797 1.887 0.156
C 1.0107 -0.4191 -1.0645 -0.464 1.172 -0.339 -0.632
C 1.6104 0.8865 -1.6229 0.079 -0.042 0.007 -1.041
P 0.4719 -0.0640 1.6320 2.417 -0.297 -2.585 0.789
C 0.1864 -1.6702 2.4476 -0.970 0.421 0.291 -0.887
O 1.9210 0.2656 1.6308 -0.768 -0.223 0.197 -0.681
Cl -0.5202 1.4361 2.6225 -0.391 -0.655 -0.367 -0.265
H -2.8813 1.3034 -1.1239 0.080 -0.097 -0.364 0.389
H -1.3494 1.9887 -0.6537 0.269 0.125 0.393 0.298
H -1.3751 0.9994 -2.1026 -0.475 0.204 0.325 0.237
H -2.0316 -0.1859 0.6539 0.164 0.012 -0.517 0.374
H -1.8397 -1.0071 -0.8968 0.064 -0.771 -0.264 0.279
H 1.8303 -1.0200 -0.6910 -0.062 -0.116 0.508 0.413
H 0.6196 -0.9600 -1.9375 -0.510 -0.138 0.522 0.350
H 1.8318 1.5724 -0.8060 0.137 -0.090 0.021 0.269
H 2.5500 0.6407 -2.1423 -0.285 0.206 0.065 0.372
H 0.9413 1.4148 -2.3203 0.160 -0.323 0.190 0.280
H 0.9527 -1.8532 3.2122 -0.220 0.318 -0.242 0.331
H 0.2348 -2.4577 1.6845 -0.043 0.316 0.153 0.292
H -0.8124 -1.6493 2.9149 0.351 -0.339 -0.124 0.323


Record 2
28
Properties=species:S:1:pos:R:3:forces:R:3:lowdin_spin:R:1 method="wB97M-V/def2-TZVPD" e_homo_ev="0.266 / -3.868" multiplicity=4 orbital_gap_ha="0.111 / 0.261" charge=-1
C 1.2918 1.2940 -0.0014 0.694 0.064 0.062 0.043
Co -0.2931 0.1560 -0.1679 0.652 0.091 -0.220 2.243
N -1.3441 -1.5072 -0.1094 -1.359 -1.572 0.499 0.067
N -0.0521 0.2195 -2.0963 0.059 0.520 -1.292 0.103
H -2.2618 -1.1258 0.2237 0.964 -0.509 -0.410 0.022
H 1.2234 -0.0690 -0.2237 -0.134 0.393 0.307 0.002
H 1.7495 1.2149 0.9668 0.791 0.548 0.271 0.008
H 0.6734 2.2322 -0.0212 -0.057 -0.820 0.000 0.008
H 2.0082 1.3952 -0.8099 0.562 0.251 0.133 0.023
H -0.9596 0.4316 -2.4815 -0.313 -0.103 -0.766 0.088
H 0.3045 -0.6524 -2.4786 -0.101 -0.210 -0.303 0.109
H 0.5891 0.9681 -2.3614 -0.074 -0.096 -0.304 0.052
H -1.5085 -2.0720 -0.9492 0.067 0.155 0.262 0.068
H -0.9943 -2.1251 0.6419 -0.330 0.297 -0.634 0.018
C 0.2438 1.3233 3.1572 0.418 -0.002 0.507 0.008
C -1.0460 0.7644 2.6206 -2.185 -0.590 -1.081 0.010
O -1.2568 0.7550 1.2730 -0.508 0.911 2.375 0.081
C -1.2222 -0.7285 3.1129 0.605 -0.084 -0.412 0.011
F -1.1798 -0.8866 4.4605 -0.127 -0.111 -0.617 0.002
F -2.3635 -1.3126 2.6529 0.845 0.406 0.642 0.009
F -0.1702 -1.4766 2.5958 -1.027 0.590 0.719 0.011
C -2.2396 1.6407 3.1402 0.156 0.172 0.132 0.006
F -2.2998 1.6842 4.5108 -0.249 0.148 -0.652 0.001
F -2.0548 2.9226 2.7059 -0.245 -0.768 0.489 0.003
F -3.4567 1.2483 2.6885 0.890 0.224 0.521 0.004
H 1.0827 0.6854 2.8811 -0.078 0.104 -0.148 0.001
H 0.2077 1.3539 4.2484 0.012 0.071 0.010 0.001
H 0.3846 2.3341 2.7810 0.072 -0.080 -0.090 0.001


Record 3
21
Properties=species:S:1:pos:R:3:forces:R:3:lowdin_spin:R:1 method="wB97M-V/def2-TZVPD" e_homo_ev="-17.603 / -17.564" multiplicity=6 orbital_gap_ha="0.287 / 0.246" charge=+2
C -2.7068 0.7612 2.0722 -1.023 1.689 0.232 0.007
O -2.0945 -0.1425 1.2140 4.992 -3.113 -1.047 0.038
C 0.5933 1.5782 0.1952 0.598 -0.763 2.041 -0.012
H -3.1639 1.5104 1.4002 -0.452 -0.322 0.612 0.000
H -3.4293 0.2462 2.7290 0.142 0.290 -0.458 0.003
H -2.0543 1.3735 2.7229 0.283 -0.601 -0.165 0.003
H 0.7880 2.6035 0.5574 1.236 -0.756 0.638 -0.001
H -0.3499 1.5232 0.7614 -1.424 -0.102 -2.124 -0.002
C 0.7932 -2.0655 -2.1049 -0.087 -0.573 -0.738 -0.004
O 0.7322 -0.8840 -1.2970 -0.316 -0.094 1.299 -0.022
C 0.7867 0.3313 -2.0729 -0.252 0.764 -0.930 0.000
C 1.1919 1.5013 -1.2061 -0.610 -0.220 -0.658 0.000
H 0.7904 -2.9349 -1.4390 0.060 -0.038 -0.063 -0.002
H -0.0804 -2.1019 -2.7688 0.256 -0.040 0.110 0.000
H 1.7224 -2.0515 -2.6875 -0.229 -0.128 0.194 0.000
H -0.1959 0.4904 -2.5423 0.200 -0.179 0.182 0.000
H 1.5269 0.1771 -2.8698 -0.200 0.028 0.203 0.000
H 0.9266 2.4034 -1.7731 0.110 -0.111 0.220 0.000
H 2.2876 1.4914 -1.1062 -0.380 0.201 0.263 0.000
H 1.0589 0.6686 0.8165 1.188 2.172 -0.181 -0.010
Dy -0.1424 -1.1017 0.7935 -4.091 1.895 0.369 5.001


Record 4
25
Properties=species:S:1:pos:R:3:forces:R:3:mulliken_charge:R:1 method="wB97M-V/def2-TZVPD" e_homo_ev=-9.117 smiles="CCNN(CCCS)S(=O)(=O)F" orbital_gap_ha=0.364
C 0.5678 2.7927 1.7506 0.154 -0.256 0.186 -1.085
C 0.7971 1.2841 1.6168 0.249 0.262 -0.096 -0.204
N 0.0449 0.7075 0.4909 0.160 0.253 0.638 -0.406
N -0.1771 -0.6728 0.7199 -0.262 0.361 0.180 0.176
C 0.1790 -1.6108 -0.3825 -0.056 -0.187 -0.012 -0.835
C 1.0465 -1.0353 -1.4998 0.020 -0.639 -0.516 -0.375
C 0.3476 -1.1655 -2.8540 0.373 0.289 0.218 -0.849
S -0.8153 0.1730 -3.2189 -0.161 0.124 -0.188 -0.207
S -1.6876 -0.9603 1.2931 -0.371 -0.659 -1.001 1.057
O -1.8958 -2.3317 1.5020 0.569 -1.228 0.584 -0.569
O -2.6705 -0.3001 0.5219 -0.399 1.294 -0.317 -0.570
F -1.6451 -0.2622 2.6674 0.310 0.387 0.339 -0.208
H 0.0080 3.2185 0.9212 0.050 -0.008 -0.157 0.338
H 0.0352 3.0175 2.6689 -0.191 0.061 0.045 0.304
H 1.5317 3.2855 1.8175 0.023 0.265 -0.110 0.293
H 1.8557 1.0951 1.4479 0.080 -0.113 -0.127 0.266
H 0.5529 0.7893 2.5530 -0.150 -0.109 0.067 0.322
H -0.8271 1.2167 0.3677 -0.100 -0.256 -0.180 0.270
H 0.6765 -2.4685 0.0566 0.107 0.019 0.291 0.229
H -0.7330 -2.0212 -0.8142 -0.162 0.114 -0.142 0.475
H 1.3962 -0.0196 -1.3621 -0.213 0.138 0.286 0.321
H 1.9345 -1.6609 -1.5830 0.166 -0.040 0.192 0.360
H 1.1138 -1.1080 -3.6230 -0.059 0.244 -0.246 0.397
H -0.0955 -2.1494 -2.9731 -0.281 -0.071 0.088 0.402
H -1.5406 0.1861 -2.0849 0.142 -0.244 -0.022 0.097


Record 5
21
Properties=species:S:1:pos:R:3:forces:R:3:mulliken_charge:R:1 method="wB97M-V/def2-TZVPD" e_homo_ev=-8.291 relative_energy_kcal_mol=30.9 orbital_gap_ha=0.326
C 1.1619 -0.5072 1.1405 1.294 0.011 2.042 -1.511
C -0.2056 -1.7582 -0.5055 -1.349 -2.741 0.304 -1.290
C 1.4219 -0.0110 -1.2446 2.094 0.975 -2.527 -1.347
C -0.6108 1.9089 1.0704 3.115 0.198 -3.601 -1.163
C 0.4859 -0.5037 -0.1605 -1.192 3.150 -0.357 1.564
N -0.7218 0.9704 -0.0805 1.529 -2.114 0.067 0.000
P -2.1813 1.0964 -0.8970 1.083 -0.341 0.435 -0.112
I -3.8867 -0.1468 0.4704 -0.208 -0.179 0.140 -0.214
H 0.6917 -0.9035 2.0499 -0.463 -0.864 -0.748 0.356
H 2.1678 -0.9769 1.0051 -0.761 0.297 0.319 0.332
H 1.3080 0.4868 1.5438 0.686 0.429 -0.635 0.312
H 0.5903 -2.5385 -0.8551 -1.364 1.362 0.566 0.303
H -1.0458 -1.7424 -1.2795 1.443 0.306 0.811 0.348
H -0.7026 -2.1745 0.4398 0.692 0.423 -1.337 0.289
H 1.4047 1.1017 -1.4316 -0.232 -1.116 0.616 0.333
H 2.6063 -0.2279 -1.2671 -2.716 -0.074 0.889 0.259
H 1.0876 -0.4440 -2.2104 0.112 0.265 0.387 0.341
H 0.4456 2.1001 1.4361 -0.998 0.173 -1.130 0.311
H -1.0517 2.7603 0.5778 -0.134 1.004 1.042 0.434
H -1.0450 1.5361 1.8892 -2.463 -1.113 3.131 0.423
H -1.9203 -0.0261 -1.6912 -0.167 -0.052 -0.414 0.032


Record 6
20
Properties=species:S:1:pos:R:3:forces:R:3:mulliken_charge:R:1 method="wB97M-V/def2-TZVPD" e_homo_ev=-8.722 relative_energy_kcal_mol=19.1 smiles=CC[Si](C)(I)CC orbital_gap_ha=0.329
C -0.8261 -2.1690 0.8467 1.096 0.141 -0.211 -1.006
C 0.6230 -1.8939 0.2336 -0.228 1.099 1.221 -0.525
Si 0.8689 0.0058 -0.2622 2.144 0.501 -0.678 0.217
C 0.6730 0.8242 -2.0893 0.587 -4.049 1.742 -1.244
I 3.6253 0.3727 0.6319 -1.828 -0.253 -0.733 -0.384
C 0.0708 1.3210 0.7545 1.077 0.017 1.837 -0.417
C -1.3290 1.7137 0.4277 -2.267 -4.324 -3.020 -1.064
H -1.2399 -1.5026 1.6395 0.432 0.290 -1.096 0.265
H -1.4118 -2.2248 -0.0915 -0.605 -0.211 1.192 0.312
H -0.7597 -3.0956 1.4308 -0.258 -0.279 -0.799 0.321
H 0.6369 -2.4731 -0.6944 0.499 -0.080 0.265 0.360
H 1.4450 -2.2181 0.9713 -1.082 0.678 -1.419 0.341
H -0.3219 0.5759 -2.3977 -0.566 0.401 -0.455 0.364
H 0.9854 1.7901 -2.0981 -0.116 3.341 0.788 0.416
H 1.3928 0.4857 -2.8000 0.325 -1.305 -0.626 0.393
H 0.0893 0.9694 1.8171 0.085 0.318 -0.592 0.369
H 0.6962 2.2504 0.7696 -0.107 -0.988 -0.287 0.436
H -1.6745 1.6170 -0.6939 1.151 0.556 1.786 0.193
H -2.0781 0.9891 0.8682 0.743 1.008 0.060 0.257
H -1.4654 2.6620 0.7362 -1.082 3.136 1.025 0.397


Record 7
20
Properties=species:S:1:pos:R:3:forces:R:3:mulliken_charge:R:1 method="wB97M-V/def2-TZVPD" e_homo_ev=-7.539 relative_energy_kcal_mol=58.2 orbital_gap_ha=0.226
C 1.2093 2.3440 0.3998 1.839 -0.574 -0.981 -0.943
C -0.0073 -2.9126 0.4168 3.300 -0.175 0.178 -1.156
C -0.2766 0.3088 -2.0364 -0.363 -2.364 0.939 -0.995
C -0.0591 1.6587 0.7558 -3.953 -1.053 0.917 -0.397
C 0.1267 -1.4892 1.0045 0.271 0.378 -0.268 -0.495
Si -0.3085 -0.0303 -0.1258 -0.496 1.876 -0.107 0.250
I -4.1900 0.4483 -0.5712 1.402 -0.253 0.221 -0.571
H 1.8863 1.9919 1.1849 0.811 0.112 -0.756 0.282
H 1.4510 1.9783 -0.6474 0.555 0.186 1.211 0.214
H 1.3915 3.4288 0.2724 -1.153 -0.317 0.666 0.315
H 0.7332 -3.1169 -0.4739 -2.103 0.781 1.009 0.307
H 0.5215 -3.5847 1.1404 -1.164 0.204 -0.207 0.331
H -1.0574 -3.1119 0.2991 -0.105 -0.648 -0.484 0.357
H 0.7087 0.2306 -2.5250 -0.336 -0.434 0.261 0.392
H -1.0357 -0.4757 -2.4180 1.176 1.679 0.052 0.331
H -0.5647 1.3470 -2.1228 -0.670 0.064 -0.069 0.367
H -0.9479 2.2014 0.3329 0.442 -0.362 0.509 0.305
H -0.3624 1.4007 1.8600 1.015 1.102 -1.743 0.368
H 1.1919 -1.2205 1.2658 -0.693 -0.271 -0.310 0.354
H -0.4103 -1.3966 1.9882 0.225 0.069 -1.038 0.385


Record 8
19
Properties=species:S:1:pos:R:3:forces:R:3:mulliken_charge:R:1 method="wB97M-V/def2-TZVPD" e_homo_ev=-8.913 relative_energy_kcal_mol=54.6 smiles=CCCCNC orbital_gap_ha=0.368
C -2.3390 -0.7779 -0.4874 1.200 0.402 2.540 -1.167
C -1.5154 0.2857 -1.2206 -1.111 1.201 -0.126 -0.375
C 0.0270 0.2908 -1.0359 0.696 0.635 -0.862 -0.286
C 0.5237 -0.4561 0.2371 -1.434 -0.956 -0.030 -0.258
N 1.9610 -0.4689 0.5792 0.795 1.119 -1.587 -0.382
C 2.2679 0.4681 1.6662 1.231 -0.953 -1.136 -0.922
H -1.9578 -1.7911 -0.5907 -0.763 -0.254 -0.620 0.323
H -3.4010 -0.5698 -0.5273 -0.253 -0.634 -0.873 0.373
H -2.2057 -0.6260 0.6526 0.199 -0.012 -1.545 0.247
H -1.7506 0.4070 -2.3207 0.226 -0.698 1.062 0.342
H -2.0042 1.1888 -0.8194 0.712 0.246 -0.027 0.241
H 0.3598 -0.2106 -2.0096 0.414 0.850 1.445 0.238
H 0.3863 1.4159 -0.9525 -0.478 -2.274 -0.559 0.193
H 0.0603 0.1669 1.0473 -0.164 -1.217 -0.353 0.112
H 0.0688 -1.5678 0.1961 1.125 2.499 0.408 0.026
H 2.5559 0.0218 -0.1535 -1.607 -1.719 0.338 0.315
H 1.4685 1.0528 1.8858 -2.608 2.236 0.288 0.352
H 2.4734 0.0785 2.6306 1.012 -1.023 0.685 0.300
H 3.0211 1.0916 1.2228 0.808 0.552 0.952 0.327